6
Properties=species:S:1:pos:R:3:nbo_charge:R:1 method="wB97M-V/def2-TZVPD" total_charge=-1 gap_ev="7.14 / 7.14" e_above_lowest_ev=1.213 homo_energy_ev="-3.2 / -3.2" lumo_energy_ev="3.94 / 3.94" energy_ev=-24251.4556 max_force_ev_per_a=1.1
O -2.735 -1.234 0.246 -1.09
O 1.910 -0.306 0.667 -0.88
P -1.402 -0.522 0.110 0.98
S 1.351 -1.719 -0.204 -0.28
H -1.179 -0.530 -1.309 -0.18
H 1.583 0.330 0.048 0.45

***

12
Properties=species:S:1:pos:R:3:nbo_charge:R:1 method="wB97M-V/def2-TZVPD" gap_ev=10.55 smiles="C#CCC(C)=O" e_above_lowest_ev=1.543 homo_energy_ev=-9.7 lumo_energy_ev=0.87 energy_ev=-7327.7419 max_force_ev_per_a=0.5
C 1.336 0.577 -0.561 -0.73
C -0.135 0.873 -0.731 0.62
O -0.547 1.941 -1.119 -0.52
C -1.110 -0.260 -0.385 -0.59
C -0.793 -0.858 0.914 0.00
C -0.477 -1.276 1.996 -0.25
H 1.923 1.316 -1.108 0.24
H 1.584 -0.437 -0.895 0.23
H 1.588 0.632 0.504 0.25
H -1.045 -1.019 -1.178 0.25
H -2.123 0.151 -0.400 0.26
H -0.202 -1.640 2.962 0.24

***

27
Properties=species:S:1:pos:R:3:nbo_charge:R:1 method="wB97M-V/def2-TZVPD" total_charge=-1 gap_ev=8.24 homo_energy_ev=-5.1 lumo_energy_ev=3.09 energy_ev=-29320.2727 max_force_ev_per_a=0.5
C 2.383 -1.067 -0.154 -0.88
S 1.634 -0.018 -1.413 1.99
O 2.406 -0.305 -2.626 -1.01
O 1.738 1.349 -0.866 -1.04
B -0.180 -0.570 -1.558 -0.40
C -1.010 -0.132 -0.239 -0.64
C -2.496 -0.530 -0.289 -0.42
C -2.679 -1.960 -0.740 0.06
F -4.000 -2.394 -0.467 -0.41
H 3.289 -0.560 0.181 0.23
H 1.684 -1.175 0.678 0.22
H 2.604 -2.036 -0.600 0.22
H -0.539 0.015 -2.565 -0.01
H -0.099 -1.770 -1.751 -0.03
H -0.576 -0.528 0.691 0.20
H -0.957 0.962 -0.143 0.21
H -3.031 0.132 -0.982 0.19
H -2.984 -0.431 0.689 0.19
H -2.530 -2.096 -1.812 0.17
H -2.000 -2.637 -0.211 0.16
C 0.805 2.845 1.877 -0.49
N 1.341 1.509 2.245 0.55
O 0.572 0.686 2.706 -0.40
O 2.507 1.320 1.998 -0.37
H -0.247 2.872 2.134 0.22
H 1.390 3.587 2.413 0.21
H 0.973 2.931 0.804 0.28

***

10
Properties=species:S:1:pos:R:3:nbo_charge:R:1 method="wB97M-V/def2-TZVPD" total_charge=-1 gap_ev=8.72 e_above_lowest_ev=1.601 homo_energy_ev=-4.7 lumo_energy_ev=4.05 energy_ev=-21043.4626 max_force_ev_per_a=4.7
C 0.649 1.709 -0.822 0.49
N -0.011 -0.442 0.292 -0.67
N 0.303 1.189 0.370 -0.54
O -0.888 1.262 2.685 -1.01
O 1.190 2.792 -0.953 -0.67
O 1.391 0.384 2.533 -1.04
S 0.470 1.533 2.228 1.65
H 0.345 1.149 -1.730 0.10
H -0.256 -0.535 1.214 0.35
H 0.884 -0.900 0.302 0.33

***

17
Properties=species:S:1:pos:R:3:nbo_charge:R:1 method="wB97M-V/def2-TZVPD" gap_ev=9.55 smiles=NCCS.O.O e_above_lowest_ev=0.791 homo_energy_ev=-9.0 lumo_energy_ev=0.51 energy_ev=-18672.0807 max_force_ev_per_a=1.1
C -0.585 -1.641 -0.629 -0.24
C -0.292 -1.296 -2.061 -0.52
S 1.454 -1.552 -2.509 -0.05
N -0.744 -0.431 0.186 -0.83
H -1.503 -2.214 -0.552 0.19
H 0.181 -2.258 -0.177 0.19
H -0.825 -1.951 -2.733 0.22
H -0.617 -0.282 -2.292 0.21
H 1.265 -1.832 -3.802 0.12
H -0.364 0.351 -0.307 0.35
H -0.205 -0.439 1.042 0.35
H 2.574 -0.769 3.344 0.47
H 1.365 -1.624 3.123 0.46
O 2.326 -1.645 3.025 -0.93
H -1.219 5.993 2.238 0.47
H -1.233 5.464 0.751 0.47
O -1.575 6.129 1.353 -0.95

***

80
Properties=species:S:1:pos:R:3:lowdin_charge:R:1 method="wB97M-V/def2-TZVPD" gap_ev=9.36 homo_energy_ev=-9.3 lumo_energy_ev=0.01 energy_ev=-71808.1486 max_force_ev_per_a=1.7
C -1.993 -0.240 -4.009 -0.26
S -3.795 -0.426 -3.763 0.82
O -4.380 -0.668 -5.112 -0.54
C -3.630 -2.057 -2.983 -0.28
H -1.705 -0.872 -4.847 0.06
H -1.380 -0.435 -3.125 0.04
H -1.711 0.787 -4.257 0.05
H -3.135 -2.098 -2.011 0.01
H -3.088 -2.784 -3.593 0.06
H -4.642 -2.451 -2.871 0.05
C -2.214 -4.469 -0.106 -0.27
S -2.411 -6.124 -0.875 0.82
O -2.897 -7.073 0.159 -0.54
C -3.707 -5.682 -2.067 -0.27
H -3.119 -4.152 0.414 0.06
H -1.919 -3.701 -0.820 0.03
H -1.421 -4.622 0.623 0.04
H -4.516 -5.124 -1.586 0.05
H -4.186 -6.554 -2.512 0.05
H -3.329 -5.100 -2.906 0.04
O -1.207 2.290 3.093 0.11
C -0.103 1.971 3.429 -0.47
O 0.027 1.064 4.451 0.01
C 1.412 0.830 4.775 -0.14
C 2.152 1.301 3.530 -0.15
C 1.267 2.387 2.954 -0.06
H 1.610 -0.219 4.983 0.12
H 1.645 1.396 5.678 0.13
H 2.205 0.442 2.858 0.10
H 3.177 1.619 3.715 0.10
H 1.276 2.549 1.879 0.10
H 1.502 3.379 3.352 0.14
O 0.977 1.651 -0.320 0.12
C 0.168 0.876 0.088 -0.48
O 0.536 -0.164 0.875 0.02
C -0.610 -0.966 1.149 -0.13
C -1.770 -0.466 0.246 -0.12
C -1.298 0.903 -0.218 -0.06
H -0.933 -0.851 2.186 0.13
H -0.488 -2.031 0.961 0.11
H -2.676 -0.397 0.842 0.12
H -1.875 -1.190 -0.562 0.07
H -1.728 1.676 0.421 0.12
H -1.374 1.111 -1.282 0.12
O -2.931 6.481 -1.401 0.13
C -3.713 5.604 -1.183 -0.50
O -4.881 5.469 -1.832 0.04
C -5.612 4.323 -1.399 -0.15
C -4.914 3.864 -0.104 -0.15
C -3.508 4.367 -0.327 -0.09
H -5.714 3.533 -2.140 0.12
H -6.629 4.612 -1.131 0.12
H -4.976 2.785 0.026 0.11
H -5.308 4.392 0.764 0.12
H -2.905 3.705 -0.957 0.12
H -2.940 4.622 0.565 0.13
O 4.838 -3.383 -1.466 0.14
C 4.562 -2.847 -0.439 -0.48
O 3.669 -1.805 -0.415 -0.02
C 3.535 -1.312 0.930 -0.16
C 4.803 -1.786 1.629 -0.14
C 5.068 -3.128 0.965 -0.05
H 2.608 -1.720 1.336 0.12
H 3.508 -0.224 0.950 0.10
H 4.729 -1.679 2.711 0.13
H 5.565 -1.051 1.348 0.10
H 4.470 -3.913 1.429 0.13
H 6.128 -3.358 0.932 0.13
O 4.814 2.051 2.244 0.12
C 4.827 1.789 1.082 -0.46
O 5.530 0.676 0.692 -0.05
C 5.394 0.477 -0.711 -0.16
C 4.185 1.286 -1.169 -0.12
C 4.095 2.389 -0.100 -0.05
H 5.295 -0.589 -0.927 0.11
H 6.306 0.753 -1.251 0.13
H 3.299 0.657 -1.194 0.10
H 4.414 1.721 -2.139 0.12
H 3.089 2.609 0.247 0.10
H 4.579 3.317 -0.403 0.13

***

14
Properties=species:S:1:pos:R:3:nbo_charge:R:1 method="wB97M-V/def2-TZVPD" gap_ev=9.30 smiles="O=CC1(S)C=CC=C1" e_above_lowest_ev=0.911 homo_energy_ev=-9.1 lumo_energy_ev=0.20 energy_ev=-19200.1577 max_force_ev_per_a=2.8
C -0.168 -0.009 0.142 -0.33
C -0.145 -1.375 0.812 0.46
C 0.887 0.919 0.771 -0.19
C 1.892 1.061 -0.107 -0.20
C 1.565 0.387 -1.359 -0.23
C 0.349 -0.196 -1.299 -0.16
H -1.691 1.161 1.484 0.12
H -0.200 -1.326 1.930 0.10
H 0.809 1.144 1.805 0.22
H 2.804 1.555 0.135 0.22
H 2.187 0.373 -2.253 0.22
H -0.215 -0.785 -2.017 0.24
O -0.070 -2.405 0.257 -0.49
S -1.838 0.775 0.194 0.02

***

27
Properties=species:S:1:pos:R:3:nbo_charge:R:1 method="wB97M-V/def2-TZVPD" gap_ev=9.89 e_above_lowest_ev=2.016 homo_energy_ev=-9.2 lumo_energy_ev=0.67 energy_ev=-28222.9047 max_force_ev_per_a=14.7
F -1.527 3.471 -2.364 -0.29
C -1.044 3.179 -1.237 0.43
C -1.581 2.181 -0.334 -0.30
C -0.859 1.823 0.781 -0.22
C 0.427 2.446 1.094 -0.23
C 0.929 3.428 0.238 -0.21
C 0.254 3.773 -0.925 -0.28
H -2.625 1.602 -0.424 0.23
H -1.414 1.409 1.467 0.20
H 0.885 2.270 2.072 0.22
H 1.862 3.832 0.226 0.22
H 0.690 4.408 -1.717 0.23
C -0.118 -2.603 1.277 -0.37
C -0.720 -1.645 0.385 -0.44
C 0.220 -1.012 -0.471 -0.61
S 1.034 -2.439 -1.005 2.20
O 2.420 -2.195 -0.992 -0.97
O 0.464 -3.195 -2.116 -0.95
C 0.727 -3.510 0.301 -0.71
H -0.656 -3.265 1.764 0.22
H 0.527 -2.038 2.044 0.20
H -0.984 -0.787 0.909 0.23
H -1.411 -1.999 -0.165 0.21
H 0.964 -0.231 -0.150 0.26
H -0.209 -0.599 -1.103 0.21
H 1.676 -3.987 0.661 0.26
H 0.071 -4.311 -0.204 0.26